# 1
Density functional theory data (the ωB97M-V functional and the def2-TZVPD basis) for a structure of composition C2H3GaOP in a non-equilibrium geometry.

Each line ends with the Mulliken charge.
Cartesian coordinates (Å):
P 2.329 -0.626 0.020  0.33
O 0.810 0.634 -0.387  -0.03
C -0.482 0.407 -0.118  0.40
H -1.036 1.340 0.041  0.30
C -1.093 -0.778 0.000  -0.76
H -2.150 -0.806 0.259  0.25
H -0.550 -1.718 -0.105  0.21
Ga 2.173 1.547 0.291  0.31

- E_HOMO (spin up / spin down) (eV) = -14.097 / -14.086
- frontier orbital gap (spin up / spin down) (eV) = 6.41 / 6.62
- LUMO energy (spin up / spin down) (eV) = -7.685 / -7.468
- charge = +1

---

# 2
Density functional theory data (the ωB97M-V functional and the def2-TZVPD basis) for an isolated molecule of C8H16N2O2 in a non-equilibrium geometry.

Each line ends with the Mulliken charge.
Cartesian coordinates (Å):
C 2.494 -0.119 -0.351  0.10
C 0.577 1.631 -0.766  -0.89
C -0.984 1.396 -0.788  -0.79
C 1.176 0.564 0.135  0.84
C -0.206 -0.677 0.012  0.85
C -0.182 -1.508 1.319  -1.76
C -0.192 -1.460 -1.236  -1.63
C -2.637 -0.123 0.038  -1.05
N -1.260 0.300 0.110  0.24
N 1.414 0.990 1.551  -0.78
O 2.855 -0.909 0.657  -0.57
O 3.063 0.065 -1.382  -0.61
H 1.098 1.853 -1.730  0.25
H 0.700 2.571 -0.248  0.39
H -1.502 2.286 -0.477  0.48
H -1.418 1.247 -1.872  0.30
H -0.065 -0.768 2.061  0.47
H 0.744 -2.225 1.515  0.22
H -1.068 -2.117 1.249  0.57
H -1.229 -1.869 -1.550  0.27
H 0.514 -2.328 -1.213  0.36
H 0.261 -0.772 -1.894  0.52
H -3.027 -0.428 -0.973  0.37
H -2.804 -0.877 0.759  0.35
H -3.352 0.643 0.240  0.38
H 2.107 1.796 1.596  0.27
H 2.413 -0.507 1.486  0.50
H 0.508 1.344 1.753  0.37

- multiplicity = 3
- E_HOMO (spin up / spin down) (eV) = -3.472 / -8.789
- ΔE to the lowest compared entry with this formula, charge and spin (kJ/mol) = 125.08
- <S²> = 2.007
- frontier orbital gap (spin up / spin down) (eV) = 4.11 / 5.33
- LUMO energy (spin up / spin down) (eV) = 0.636 / -3.463

---

# 3
Density functional theory data (the ωB97M-V functional and the def2-TZVPD basis) for a structure of composition C36H50CrIO4P4 in a non-equilibrium geometry.

Each line ends with the Mulliken charge.
Cartesian coordinates (Å):
Cr -0.327 0.385 -0.025  -1.02
I -0.077 1.020 2.971  0.10
C 1.598 0.127 3.926  0.32
C 1.416 -0.155 5.252  -0.58
C 2.499 -0.514 6.068  -0.88
C 3.753 -0.514 5.539  -0.87
C 3.970 -0.238 4.169  0.81
C 5.295 -0.209 3.690  -0.81
C 5.553 0.058 2.380  -1.34
C 4.482 0.217 1.495  -0.88
C 3.161 0.178 1.897  1.18
P 2.018 0.153 0.414  0.87
C 2.747 -1.304 -0.434  1.07
C 3.731 -1.307 -1.417  -0.17
C 4.222 -2.509 -1.905  -0.82
C 3.733 -3.717 -1.429  -0.68
C 2.744 -3.724 -0.454  -0.73
C 2.256 -2.523 0.034  -1.00
C 2.610 1.642 -0.465  0.82
C 2.686 1.697 -1.855  0.08
C 3.078 2.868 -2.487  -1.32
C 3.364 4.002 -1.743  -0.77
C 3.235 3.968 -0.362  -0.87
C 2.863 2.797 0.276  -0.96
C 2.868 0.027 3.289  0.22
H 0.429 -0.059 5.684  0.44
H 2.332 -0.741 7.112  0.41
H 4.618 -0.716 6.158  0.39
H 6.098 -0.394 4.392  0.40
H 6.568 0.117 2.010  0.47
H 4.713 0.361 0.451  0.36
H 4.122 -0.377 -1.810  0.37
H 4.997 -2.503 -2.662  0.46
H 4.126 -4.650 -1.810  0.39
H 2.361 -4.666 -0.084  0.48
H 1.500 -2.512 0.812  0.58
H 2.428 0.828 -2.445  0.30
H 3.160 2.891 -3.567  0.47
H 3.690 4.909 -2.235  0.43
H 3.428 4.857 0.224  0.48
H 2.756 2.779 1.353  0.39
C -0.768 0.483 -4.252  -1.70
P -0.055 -0.461 -2.844  1.56
C 1.151 -1.521 -3.755  -1.23
C -1.446 -1.675 -2.641  -1.33
C -1.189 -2.647 -1.488  -1.05
P -1.324 -1.785 0.128  1.61
C -3.128 -1.537 0.312  -1.19
C -1.093 -3.185 1.290  -1.35
H -0.937 -0.170 -5.109  0.57
H -0.099 1.292 -4.546  0.40
H -1.718 0.913 -3.934  0.35
H 0.632 -2.134 -4.493  0.56
H 1.712 -2.163 -3.075  0.10
H 1.859 -0.873 -4.274  0.42
H -1.579 -2.217 -3.580  0.70
H -2.352 -1.091 -2.458  0.28
H -0.176 -3.058 -1.562  0.20
H -1.892 -3.484 -1.502  0.60
H -3.668 -2.456 0.081  0.53
H -3.466 -0.725 -0.325  0.32
H -3.318 -1.256 1.349  0.41
H -1.920 -3.883 1.164  0.47
H -1.086 -2.829 2.321  0.38
H -0.159 -3.705 1.086  0.40
C -0.987 3.825 -2.989  -1.18
C -1.662 4.613 -1.870  1.63
C -2.800 5.455 -2.428  -1.87
C -0.652 5.479 -1.124  -1.32
O -2.326 3.703 -0.925  0.18
P -1.664 2.540 -0.102  -0.49
O -2.173 1.175 -0.547  -0.20
O -0.151 2.471 -0.124  0.31
O -2.098 2.799 1.404  0.37
C -3.381 3.296 1.899  1.55
C -3.417 2.906 3.370  -1.73
C -3.412 4.814 1.763  -1.34
C -4.533 2.646 1.142  -1.38
H -0.506 4.519 -3.678  0.57
H -1.726 3.236 -3.535  0.29
H -0.222 3.163 -2.582  -0.11
H -2.417 6.136 -3.187  0.41
H -3.272 6.035 -1.635  0.40
H -3.551 4.807 -2.881  0.40
H -0.176 6.166 -1.822  0.51
H 0.119 4.852 -0.674  0.07
H -1.148 6.057 -0.343  0.29
H -2.607 3.397 3.912  0.36
H -3.306 1.826 3.481  0.36
H -4.366 3.207 3.811  0.44
H -2.513 5.245 2.205  0.31
H -4.281 5.203 2.293  0.51
H -3.473 5.113 0.717  0.08
H -4.550 1.570 1.320  0.26
H -4.435 2.822 0.070  0.26
H -5.476 3.073 1.480  0.48

- multiplicity = 5
- E_HOMO (spin up / spin down) (eV) = -9.930 / -10.621
- <S²> = 6.022
- frontier orbital gap (spin up / spin down) (eV) = 7.66 / 8.33
- LUMO energy (spin up / spin down) (eV) = -2.272 / -2.294
- charge = +1

---

# 4
Density functional theory data (the ωB97M-V functional and the def2-TZVPD basis) for a structure of composition CBrIOS in a non-equilibrium geometry.

Each line ends with the Mulliken charge.
Cartesian coordinates (Å):
C -0.210 0.100 0.384  0.38
O -1.338 0.044 0.127  -0.20
S 1.213 -0.208 -0.570  -0.08
Br -0.274 0.440 2.975  -0.28
I 0.610 -0.375 -2.916  0.17

- E_HOMO (spin up / spin down) (eV) = -9.833 / -9.839
- ΔE to the lowest compared entry with this formula, charge and spin (kJ/mol) = 143.86
- frontier orbital gap (spin up / spin down) (eV) = 6.71 / 6.71
- LUMO energy (spin up / spin down) (eV) = -3.128 / -3.124

---

# 5
Density functional theory data (the ωB97M-V functional and the def2-TZVPD basis) for a cluster of 5 separate species, C2H17N2O4 in total in a non-equilibrium geometry.

Each line ends with the Mulliken charge.
Cartesian coordinates (Å):
N -0.606 -1.133 1.667  -0.21
C 0.579 -0.293 2.034  -0.93
C 0.666 0.922 1.070  0.52
N 1.974 1.465 0.832  -0.58
H -1.493 -0.628 1.540  0.48
H -0.532 -1.484 0.655  0.08
H -0.619 -1.959 2.255  0.47
H 0.443 0.113 3.024  0.27
H 1.487 -0.878 1.934  0.54
H 0.349 0.573 0.064  -0.60
H -0.067 1.669 1.411  0.32
H 2.789 0.955 1.122  0.23
H 2.074 2.462 0.849  0.21
H -0.129 -2.892 -1.127  0.47
H 0.188 -1.395 -1.432  0.10
O -0.253 -1.999 -0.775  -1.01
H 0.868 -0.846 -3.652  0.23
H 1.885 -0.306 -2.598  0.11
O 0.952 -0.602 -2.705  -0.27
H -2.459 1.428 0.323  0.30
H -2.500 0.171 -0.460  0.35
O -2.661 0.500 0.433  -0.74
H -1.283 2.025 -2.488  0.33
H -0.431 0.820 -2.130  0.15
O -1.219 1.313 -1.844  -0.82

- multiplicity = 2
- E_HOMO (spin up / spin down) (eV) = -2.590 / -9.279
- ΔE to the lowest compared entry with this formula, charge and spin (kJ/mol) = 10.52
- <S²> = 0.751
- frontier orbital gap (spin up / spin down) (eV) = 2.87 / 9.43
- LUMO energy (spin up / spin down) (eV) = 0.277 / 0.147

---

# 6
Density functional theory data (the ωB97M-V functional and the def2-TZVPD basis) for a structure of composition C31H55B3CaF15N10O3S in a non-equilibrium geometry.

Each line ends with the Mulliken charge.
Cartesian coordinates (Å):
Ca 16.369 -18.461 -6.385  1.53
C 18.402 -21.680 -10.123  -1.09
C 19.332 -20.446 -10.367  0.43
N 19.620 -20.400 -11.780  0.55
C 18.726 -20.231 -12.805  -0.48
C 19.373 -20.338 -13.996  -0.56
N 20.707 -20.544 -13.752  0.15
C 20.826 -20.571 -12.377  -0.43
C 21.735 -20.750 -14.679  -0.77
H 18.997 -22.586 -10.239  0.40
H 17.507 -21.707 -10.745  0.46
H 17.917 -21.775 -9.152  0.16
H 20.283 -20.549 -9.844  0.19
H 18.907 -19.487 -10.073  -0.56
H 17.679 -20.028 -12.634  0.61
H 19.126 -20.267 -15.044  0.44
H 21.762 -20.749 -11.868  0.46
H 22.380 -21.569 -14.359  0.36
H 22.450 -19.930 -14.624  0.36
H 21.237 -20.832 -15.646  0.26
C 21.849 -18.586 -6.362  -0.50
C 22.403 -20.025 -6.399  -0.67
N 21.364 -21.027 -6.139  0.26
C 20.452 -21.025 -5.109  -0.62
C 19.560 -22.033 -5.217  -0.55
N 20.006 -22.764 -6.302  0.21
C 21.020 -22.113 -6.910  -0.30
C 19.534 -24.055 -6.791  -0.87
H 21.190 -18.509 -7.227  -0.08
H 22.621 -17.822 -6.455  0.43
H 21.252 -18.338 -5.485  0.27
H 23.142 -20.151 -5.608  0.32
H 22.908 -20.270 -7.334  0.35
H 20.623 -20.236 -4.392  0.53
H 18.686 -22.366 -4.677  0.63
H 21.539 -22.520 -7.765  0.48
H 19.215 -24.079 -7.833  0.25
H 18.707 -24.463 -6.210  0.32
H 20.402 -24.698 -6.639  0.46
C 21.865 -15.314 -8.589  -0.87
C 21.603 -14.046 -9.199  0.05
N 22.240 -13.833 -10.471  0.46
C 21.716 -13.045 -11.537  -0.51
C 22.603 -13.120 -12.570  -0.89
N 23.648 -14.019 -12.195  0.24
C 23.482 -14.310 -10.841  -0.60
C 24.729 -14.452 -13.092  -1.01
H 21.231 -15.424 -7.709  0.17
H 22.857 -15.503 -8.179  0.48
H 21.565 -16.155 -9.214  0.19
H 21.805 -13.188 -8.558  0.15
H 20.530 -14.038 -9.390  -0.28
H 20.830 -12.442 -11.398  0.66
H 22.423 -12.709 -13.553  0.41
H 24.300 -14.854 -10.392  0.42
H 25.428 -13.618 -13.026  0.38
H 24.464 -14.594 -14.139  0.31
H 25.147 -15.416 -12.803  0.34
C 20.197 -16.562 -13.838  -1.62
C 19.422 -16.304 -12.534  0.76
N 18.852 -14.982 -12.336  0.57
C 18.971 -13.875 -13.214  -0.12
C 18.276 -12.785 -12.703  -1.14
N 17.726 -13.210 -11.516  0.33
C 18.045 -14.562 -11.283  -0.47
C 17.009 -12.303 -10.496  -0.86
H 20.999 -15.824 -13.884  0.42
H 19.710 -16.421 -14.803  0.41
H 20.674 -17.539 -13.771  0.22
H 20.067 -16.544 -11.689  -0.02
H 18.591 -17.009 -12.538  0.04
H 19.464 -14.048 -14.159  0.56
H 18.237 -11.763 -13.050  0.45
H 17.659 -15.084 -10.420  0.37
H 16.193 -12.915 -10.111  0.31
H 16.490 -11.506 -11.027  0.37
H 17.738 -11.967 -9.758  0.29
C 15.403 -8.465 -5.563  -1.06
C 15.817 -9.916 -4.978  -0.45
N 16.862 -10.600 -5.752  0.16
C 18.016 -10.026 -6.255  -0.44
C 18.770 -11.034 -6.854  -0.49
N 18.005 -12.234 -6.690  0.28
C 16.892 -11.932 -5.993  -0.10
C 18.388 -13.614 -7.098  -0.45
H 14.565 -8.058 -4.997  0.37
H 15.265 -8.524 -6.643  0.32
H 16.304 -7.888 -5.359  0.34
H 14.946 -10.570 -4.944  0.33
H 16.255 -9.956 -3.981  0.38
H 18.198 -8.961 -6.241  0.39
H 19.749 -11.109 -7.303  0.48
H 16.120 -12.609 -5.660  0.44
H 18.418 -14.364 -6.307  0.35
H 19.371 -13.568 -7.566  -0.27
H 17.647 -13.909 -7.840  0.21
B 16.072 -21.284 -5.653  0.17
F 15.065 -20.381 -5.854  -0.36
F 16.239 -21.251 -4.296  -0.41
F 15.690 -22.578 -6.057  -0.34
F 17.121 -20.816 -6.339  0.09
B 17.878 -17.331 -4.249  0.20
F 19.215 -17.123 -4.539  -0.44
F 17.663 -17.011 -2.935  -0.35
F 17.087 -16.619 -5.024  -0.31
F 17.627 -18.636 -4.415  -0.18
B 18.321 -17.122 -7.908  1.26
F 17.088 -16.628 -7.644  -0.69
F 19.181 -16.279 -7.272  -0.56
F 18.451 -18.425 -7.433  -0.24
F 18.375 -17.059 -9.249  0.09
C 15.334 -17.605 -11.003  0.56
F 14.376 -17.512 -11.911  -0.22
F 16.454 -17.985 -11.543  -0.20
F 15.561 -16.391 -10.376  -0.24
S 14.808 -18.870 -9.591  1.09
O 15.771 -18.764 -8.506  -0.71
O 13.498 -18.340 -9.165  -0.73
O 14.788 -20.226 -10.151  -0.66

- multiplicity = 2
- E_HOMO (spin up / spin down) (eV) = -8.256 / -12.672
- <S²> = 0.757
- frontier orbital gap (spin up / spin down) (eV) = 3.57 / 7.95
- LUMO energy (spin up / spin down) (eV) = -4.691 / -4.720
- charge = +2